# 1
101
Properties=species:S:1:pos:R:3:mulliken_spin:R:1 method="wB97M-V/def2-TZVPD" s_squared=2.0157 multiplicity=3 de_lowest_ev=0.000 homo_energy_ev="-9.98 / -10.13" e_lumo_ev="-2.939 / -3.228" total_charge=+1
W -0.0074 0.3787 -0.3491 1.4318
O -3.9196 2.6284 -0.7113 -0.0002
C -4.7346 1.6508 -0.2403 0.0019
C -6.1088 1.8385 -0.3241 0.0003
C -6.9690 0.8501 0.1219 0.0009
C -6.4781 -0.3434 0.6361 -0.0008
C -5.1079 -0.5245 0.7140 -0.0017
C -4.2243 0.4684 0.3065 -0.0034
C -2.7479 0.2453 0.4512 0.0593
O -1.9871 0.8210 -0.5630 0.0718
N -2.2283 0.8374 1.7013 -0.0059
N -0.8110 0.7275 1.7134 -0.0260
C -0.2813 1.3437 2.7042 0.0315
C 1.1451 1.3511 3.0674 0.0009
Br 2.1094 -0.2464 2.8739 0.0051
C 1.6231 2.5066 3.5574 0.0133
C 2.9876 2.9301 3.8922 -0.0003
C 3.9956 2.0694 4.3330 0.0044
C 5.2624 2.5658 4.5979 -0.0015
C 5.5424 3.9124 4.4182 0.0025
C 4.5423 4.7794 3.9994 -0.0012
C 3.2693 4.2925 3.7541 0.0030
H -3.0344 2.2279 -0.8103 -0.0101
H -6.4824 2.7600 -0.7495 0.0001
H -8.0373 1.0093 0.0519 0.0001
H -7.1547 -1.1197 0.9643 0.0001
H -4.7036 -1.4566 1.0964 0.0001
H -2.5752 -0.8430 0.4774 -0.0251
H -2.5896 0.3488 2.5156 -0.0018
H -0.9369 1.9280 3.3465 -0.0023
H 0.8852 3.3015 3.6294 0.0003
H 3.7885 1.0233 4.4908 0.0003
H 6.0359 1.8983 4.9541 0.0000
H 6.5348 4.2910 4.6245 0.0001
H 4.7485 5.8345 3.8791 0.0000
H 2.4813 4.9677 3.4457 -0.0003
C 0.1187 4.7751 0.4308 -0.0059
C 1.4809 5.0004 0.5890 0.0035
C 2.3741 3.9471 0.4950 0.0096
C 1.8989 2.6627 0.2189 -0.0121
C 0.5288 2.4279 0.0153 0.2235
C -0.3542 3.4977 0.1598 0.0091
C 2.8146 1.5151 0.0612 -0.0206
C 4.1884 1.6042 0.3953 -0.0143
C 4.9818 0.5127 0.2322 0.0159
C 4.4587 -0.6710 -0.3381 -0.0023
C 5.2714 -1.7953 -0.6134 0.0079
C 4.7463 -2.8851 -1.2444 -0.0053
C 3.3885 -2.8852 -1.6287 0.0084
C 2.5726 -1.8251 -1.3464 0.0262
C 3.0925 -0.6964 -0.6743 -0.0088
N 2.2832 0.3815 -0.4018 -0.0052
H -0.5767 5.6005 0.5183 0.0006
H 1.8471 5.9994 0.7884 -0.0001
H 3.4290 4.1440 0.6259 0.0007
H -1.4205 3.3434 0.0576 0.0113
H 4.5858 2.5149 0.8149 0.0013
H 6.0271 0.5435 0.5150 0.0001
H 6.3172 -1.7621 -0.3359 0.0003
H 5.3666 -3.7413 -1.4713 -0.0001
H 2.9894 -3.7355 -2.1668 0.0005
H 1.5359 -1.8229 -1.6511 0.0222
C 1.5725 -5.3440 0.8530 -0.0026
C 0.2152 -4.8264 1.3025 0.0003
N -0.5927 -4.3453 0.1791 0.0161
C -1.3018 -5.3942 -0.5710 -0.0018
C -2.7125 -5.6093 -0.0481 0.0016
C -0.7707 -3.0616 -0.1178 0.0331
S 0.0514 -1.8754 0.8329 -0.0355
N -1.6770 -2.8179 -1.0880 -0.0073
C -1.5915 -1.7441 -1.8261 0.0373
O -0.5562 -0.9636 -1.8483 0.1215
C -2.7200 -1.4367 -2.7309 -0.0184
C -2.8363 -0.1766 -3.3109 0.0008
C -3.9355 0.1235 -4.0985 -0.0013
C -4.9149 -0.8343 -4.3176 0.0009
C -4.7994 -2.0965 -3.7485 -0.0001
C -3.7085 -2.3964 -2.9527 0.0003
H 2.1982 -5.5494 1.7214 0.0000
H 2.0743 -4.5874 0.2485 0.0024
H 1.4997 -6.2638 0.2730 0.0002
H 0.3465 -4.0184 2.0163 0.0046
H -0.3735 -5.6004 1.7995 0.0007
H -0.7069 -6.2999 -0.4555 0.0000
H -1.3038 -5.1365 -1.6272 0.0001
H -2.7034 -5.9121 0.9997 0.0001
H -3.2073 -6.3978 -0.6152 -0.0003
H -3.2974 -4.6959 -0.1438 -0.0001
H -2.0936 0.5809 -3.1071 0.0050
H -4.0340 1.1116 -4.5275 0.0000
H -5.7738 -0.5955 -4.9309 0.0001
H -5.5635 -2.8420 -3.9214 0.0000
H -3.6128 -3.3704 -2.4941 0.0000
S 1.2998 1.2442 -5.0048 0.0015
C 1.6852 2.6307 -4.0892 -0.0021
C 1.2430 2.4803 -2.8202 0.0135
N 0.6085 1.2818 -2.5544 0.0095
C 0.5770 0.5490 -3.6453 0.0116
H 2.1851 3.4850 -4.5119 0.0002
H 1.3177 3.2298 -2.0539 -0.0006
H 0.1342 -0.4291 -3.6813 -0.0047

=====

# 2
101
Properties=species:S:1:pos:R:3:mulliken_charge:R:1 method="wB97M-V/def2-TZVPD" homo_energy_ev=-11.53 e_lumo_ev=-5.922 total_charge=+2
Mg -1.4079 -0.3937 0.3454 2.2725
C -0.7514 -3.7381 -2.4691 -0.6405
C -0.6503 -2.9268 -1.3480 -0.2245
N -1.0667 -1.6674 -1.3985 0.9385
C -1.2255 -1.0976 -2.6601 -0.5180
C -1.2582 -1.8971 -3.7945 -0.6831
N -1.0757 -3.2324 -3.6727 -0.5387
C -1.3766 0.3538 -2.6701 0.8488
C -1.4471 1.1329 -3.8452 -0.7983
C -1.5547 2.5245 -3.7118 1.3470
C -1.3058 3.1041 -2.4804 -0.7990
C -1.3834 2.2610 -1.3512 0.0218
N -1.3873 0.8926 -1.4269 0.5037
C -1.3319 2.6708 0.0265 -0.1676
C -1.2801 4.0464 0.3711 -0.7497
N -0.8675 4.4458 1.5924 -0.5328
C -0.5774 3.5135 2.5357 -0.7934
C -0.5679 2.1417 2.2140 -0.2609
N -1.0598 1.7501 0.9759 0.5694
C -1.7609 3.4596 -4.8575 0.6958
C -2.4170 2.9887 -5.9595 -0.5718
C -2.7418 3.8975 -6.9546 -0.4469
N -2.3265 5.1502 -6.9116 -0.5332
C -1.5021 5.4942 -5.9405 -0.4142
C -1.2249 4.7462 -4.8376 -0.5382
H -0.5445 -4.8588 -2.4739 0.4008
H -0.2185 -3.2459 -0.3875 0.2493
H -1.3213 -1.5218 -4.7778 0.5678
H -1.6727 0.7402 -4.8824 0.0627
H -1.2804 4.1918 -2.3927 0.1606
H -1.6494 4.8094 -0.2837 0.4758
H -0.3239 3.8934 3.5356 0.4356
H -0.1873 1.3943 2.9110 0.4816
H -2.6825 1.9436 -6.0582 0.2664
H -3.4513 3.5435 -7.6967 0.3612
H -1.0346 6.5011 -6.0929 0.3495
H -0.6638 5.1303 -4.0242 0.5051
O 0.4393 -0.8479 3.4529 -0.8569
C 0.8684 -1.3642 2.4017 -0.1661
O 0.2970 -1.3292 1.2685 0.3999
C 2.1843 -2.2100 2.4117 -0.2769
C 2.3256 -3.1566 3.4173 -0.6786
C 3.4462 -4.0000 3.3781 -0.6805
C 4.3697 -3.9315 2.3112 -0.8705
C 4.2314 -2.9607 1.3421 -0.3854
C 3.1588 -2.0181 1.4113 0.6897
P 3.1737 -0.2757 0.7071 0.6923
C 4.0056 -0.3820 -0.8743 0.4064
C 3.6326 -1.3509 -1.7919 -0.5219
C 4.2682 -1.4049 -3.0521 -0.6989
C 5.2435 -0.4941 -3.3931 -0.4714
C 5.5802 0.5561 -2.5073 -0.6173
C 4.9717 0.6160 -1.3112 -0.6807
C 4.5220 0.4643 1.7317 0.0691
C 4.3943 1.8051 2.0936 -0.2433
C 5.4573 2.4641 2.6780 -0.4769
C 6.7158 1.8871 2.8480 -0.5452
C 6.9163 0.5609 2.5449 -0.7557
C 5.8374 -0.1644 1.9619 -0.0944
H 1.6987 -3.1213 4.3007 0.3945
H 3.5816 -4.7248 4.1187 0.4844
H 5.1813 -4.6504 2.1948 0.4274
H 5.0261 -2.8383 0.6229 0.7371
H 2.8857 -2.0978 -1.5322 0.4339
H 4.0214 -2.1583 -3.7672 0.4576
H 5.6964 -0.6349 -4.3647 0.3842
H 6.3039 1.3074 -2.7689 0.4472
H 5.1751 1.3826 -0.5689 0.3909
H 3.4142 2.2876 2.0536 0.2913
H 5.2719 3.4725 3.0051 0.4029
H 7.5057 2.5115 3.2256 0.4031
H 7.8343 0.0285 2.7939 0.4204
H 5.8809 -1.1914 1.6367 0.3316
N -2.6243 -2.4474 4.7844 0.0234
C -2.9790 -0.9882 4.6176 -1.2412
C -2.2960 -0.4336 3.3553 -0.0146
N -2.5518 -1.2052 2.1394 -0.4947
C -2.3152 -2.7134 2.3217 -0.2410
C -3.0625 -3.2309 3.5679 -0.9749
H -3.0281 -2.7709 5.6621 0.3870
H -1.6122 -2.4635 4.9341 0.3021
H -2.6110 -0.3405 5.4516 0.4734
H -4.1027 -0.8897 4.6167 0.3744
H -1.2232 -0.3588 3.5069 -0.0494
H -2.7052 0.6023 3.2029 0.4491
H -3.5959 -1.1277 1.9637 0.3291
H -1.2357 -2.9051 2.6103 0.0313
H -2.5690 -3.1440 1.3527 0.5571
H -2.7429 -4.3119 3.7280 0.4299
H -4.1652 -3.3262 3.4840 0.3469
C -6.7940 -0.0475 -0.4240 -0.3930
C -5.9672 0.9339 0.0508 -0.8051
C -4.5752 0.7314 0.0740 -0.0109
N -3.9605 -0.3983 -0.2759 0.1449
C -4.7659 -1.3222 -0.8671 -0.2580
C -6.1630 -1.1944 -0.9752 -0.8175
H -7.8514 -0.0411 -0.3262 0.4611
H -6.3251 1.9155 0.3795 0.4316
H -3.9630 1.6028 0.3290 0.2315
H -4.3630 -2.2866 -1.1421 0.3727
H -6.7895 -2.0173 -1.2497 0.4082

=====

# 3
98
Properties=species:S:1:pos:R:3:mulliken_charge:R:1 method="wB97M-V/def2-TZVPD" de_lowest_ev=0.234 homo_energy_ev=-7.60 e_lumo_ev=-0.272
Mg 0.2141 -0.3247 0.1642 2.5382
C 5.4049 0.3396 3.3045 -0.9916
C 4.4830 -0.8692 3.4475 -0.4584
N 3.0760 -0.5103 3.4779 -0.1927
C 2.3508 -0.2114 2.3804 0.5935
S 0.7446 0.3260 2.6255 -0.7423
N 3.0015 -0.3124 1.2243 -1.4121
N 2.2469 -0.1973 0.1320 0.8912
C 2.8109 -0.1210 -1.0291 1.3764
C 4.2981 -0.0967 -1.2177 -2.0894
C 1.9000 -0.0506 -2.1692 -0.1894
C 2.3616 -0.0470 -3.4885 -0.9647
C 1.4540 0.0432 -4.5259 -0.7599
C 0.1006 0.1474 -4.2357 -0.9629
C -0.2781 0.1422 -2.9065 0.0157
N 0.5833 0.0433 -1.8996 0.2980
H 6.4498 0.0301 3.3654 0.3949
H 5.2165 1.0677 4.0955 0.2931
H 5.2328 0.8179 2.3406 0.1810
H 4.7070 -1.4133 4.3652 0.4396
H 4.6325 -1.5427 2.6045 0.2133
H 2.6420 -0.2874 4.3559 0.2534
H 4.7705 -0.2840 -0.2578 0.3552
H 4.6267 0.8763 -1.5927 0.2933
H 4.6172 -0.8628 -1.9265 0.5151
H 3.4196 -0.1125 -3.6970 0.5081
H 1.7963 0.0318 -5.5524 0.4309
H -0.6401 0.2242 -5.0187 0.5293
H -1.3220 0.2180 -2.6327 0.2134
C -2.8028 2.8408 -0.3701 -0.7583
C -3.4878 1.6333 0.2865 -1.8246
P -2.4951 0.0649 0.2101 1.9945
C -3.2375 -0.7766 -1.2376 0.2903
C -3.8261 -0.0914 -2.2986 -0.3675
C -4.2649 -0.7765 -3.4236 -0.7349
C -4.1151 -2.1523 -3.5031 -0.6356
C -3.5347 -2.8439 -2.4478 -0.7054
C -3.0959 -2.1629 -1.3244 -0.6104
C -3.2825 -0.8924 1.5588 0.1554
C -2.4917 -1.4297 2.5697 0.2961
C -3.0712 -2.1634 3.5967 -0.8585
C -4.4410 -2.3674 3.6170 -0.4819
C -5.2359 -1.8359 2.6086 -0.7954
C -4.6610 -1.1054 1.5833 -0.5448
C -1.6842 3.4593 0.4871 -1.8617
P 0.0068 2.8311 0.0647 1.3709
C 1.0402 3.6961 1.3234 0.5410
C 0.5992 4.7542 2.1118 -0.5335
C 1.4523 5.3567 3.0265 -0.7601
C 2.7577 4.9119 3.1653 -0.6508
C 3.2140 3.8722 2.3670 -0.5848
C 2.3615 3.2728 1.4555 -0.1743
C 0.4915 3.9206 -1.3508 0.3174
C 1.5364 3.4645 -2.1512 0.2292
C 2.0464 4.2373 -3.1838 -0.6863
C 1.5040 5.4864 -3.4428 -0.5917
C 0.4578 5.9498 -2.6585 -0.7588
C -0.0391 5.1798 -1.6177 -0.5363
H -3.5636 3.6021 -0.5549 0.4219
H -2.4026 2.5605 -1.3519 0.2021
H -4.4599 1.4511 -0.1747 0.6394
H -3.6619 1.8388 1.3438 0.7382
H -3.9531 0.9852 -2.2549 0.2043
H -4.7244 -0.2319 -4.2393 0.4264
H -4.4503 -2.6840 -4.3845 0.3995
H -3.4202 -3.9193 -2.5009 0.4707
H -2.6264 -2.7024 -0.5121 0.3847
H -1.4197 -1.2831 2.5504 0.0923
H -2.4458 -2.5792 4.3764 0.4707
H -4.8929 -2.9463 4.4126 0.3858
H -6.3062 -1.9998 2.6202 0.4114
H -5.2864 -0.7085 0.7913 0.2852
H -1.8327 3.2212 1.5437 0.6784
H -1.7188 4.5428 0.3931 0.6350
H -0.4136 5.1259 2.0293 0.2662
H 1.0929 6.1815 3.6295 0.4058
H 3.4145 5.3743 3.8909 0.3869
H 4.2337 3.5203 2.4653 0.4120
H 2.7282 2.4602 0.8382 0.1006
H 1.9677 2.4932 -1.9553 0.1459
H 2.8665 3.8613 -3.7832 0.4618
H 1.8907 6.0972 -4.2485 0.3731
H 0.0292 6.9257 -2.8514 0.4282
H -0.8406 5.5893 -1.0161 0.3190
N -0.2394 -10.4186 0.1297 -0.5149
C -0.2265 -9.2683 0.1380 -0.0235
C -0.2081 -7.8402 0.1479 0.5524
C -0.1975 -7.1302 -1.0543 -0.7003
C -0.1661 -5.7508 -1.0424 -0.4310
C -0.1396 -5.0425 0.1662 0.1333
C -0.1674 -5.7659 1.3654 -0.4873
C -0.1988 -7.1453 1.3590 -0.6711
C -0.0823 -3.6174 0.1728 0.7878
C -0.0333 -2.3982 0.1783 -1.9775
H -0.2113 -7.6740 -1.9896 0.4311
H -0.1596 -5.1977 -1.9721 0.5052
H -0.1626 -5.2247 2.3018 0.4995
H -0.2143 -7.7010 2.2872 0.4413